[1]
Density functional theory data (the ωB97M-V functional and the def2-TZVPD basis) for a structure of composition C32H45BiClN2O3 in a non-equilibrium geometry.

Element x y z (Å)
Bi (0.01889, -0.00343, -0.04475)
Cl (-1.70456, 0.24004, 1.72188)
N (0.11039, 2.11354, -0.06554)
N (-0.01710, -2.10976, 0.21673)
C (-0.86524, 2.87675, -0.56496)
C (-0.83506, -2.92402, -0.45743)
C (1.10598, 2.88440, 0.64701)
C (0.35647, 4.18649, 0.77906)
C (2.31864, 3.01042, -0.26369)
C (1.47300, 2.25316, 1.94375)
H (2.02320, 3.05097, -1.32220)
H (2.99379, 2.15418, -0.13659)
H (2.85742, 3.93243, -0.01721)
H (0.64992, 2.33381, 2.66648)
H (2.36172, 2.71785, 2.37676)
H (1.68803, 1.17837, 1.83359)
C (0.81303, -2.82392, 1.16546)
C (0.62041, -4.22916, 0.65195)
C (0.24648, -2.63619, 2.54019)
C (2.25626, -2.35445, 1.09108)
H (2.63102, -2.36814, 0.05763)
H (2.87410, -3.02217, 1.70625)
H (2.36642, -1.33427, 1.47703)
H (-0.81448, -2.92347, 2.59063)
H (0.29925, -1.57912, 2.86151)
H (0.80690, -3.24123, 3.25956)
O (-0.59172, -4.15990, -0.18503)
H (0.44569, -4.96837, 1.43644)
H (1.43835, -4.56332, -0.00468)
O (-0.70883, 4.10913, -0.22946)
H (0.95582, 5.07545, 0.58424)
H (-0.14831, 4.28379, 1.76241)
C (-1.99272, 2.42833, -1.37820)
C (-1.91501, -2.54559, -1.36601)
C (-1.64353, -1.28699, -2.13953)
H (-2.81891, -2.43070, -0.74732)
H (-2.06879, -3.40254, -2.02214)
C (-2.01863, -0.06141, -1.54246)
C (-1.69169, 1.17329, -2.14990)
H (-2.65263, -0.06839, -0.65000)
C (-1.03074, 1.17096, -3.35961)
C (-0.69947, -0.04558, -3.94376)
C (-0.57933, 2.45667, -3.99381)
C (-0.97869, -1.26765, -3.34780)
H (-0.15203, -0.03927, -4.88606)
C (-0.46032, -2.53877, -3.96228)
H (-0.03912, -2.34307, -4.95558)
H (-1.23931, -3.29979, -4.07241)
H (0.34295, -2.96820, -3.34653)
H (-1.38762, 3.19067, -4.06864)
H (-0.19354, 2.27581, -5.00423)
H (0.23408, 2.91788, -3.41313)
H (-2.24710, 3.26479, -2.03052)
H (-2.83714, 2.27012, -0.68947)
C (-1.91695, 3.23311, 3.30599)
C (-0.72106, 3.49388, 4.20277)
C (-1.10295, 4.74363, 5.05008)
C (-0.21664, 2.18665, 4.93070)
C (-0.15341, 2.43366, 6.29410)
C (0.22666, 1.52445, 7.26488)
C (0.50081, 0.25191, 6.84220)
C (0.42304, -0.14424, 5.51309)
C (0.51340, -1.66931, 5.44975)
C (1.96846, -2.12808, 5.24568)
C (-0.14602, -2.47858, 6.59355)
C (0.18114, 0.78575, 4.37677)
O (0.32613, 0.37693, 3.20937)
H (-2.74122, 2.78087, 3.89135)
H (-1.64504, 2.55878, 2.48775)
H (-2.28986, 4.14744, 2.83205)
H (0.15755, 3.91924, 3.67667)
H (-1.96597, 4.53800, 5.69211)
H (-0.25912, 5.11905, 5.63547)
H (-1.38105, 5.57899, 4.37990)
H (-0.39267, 3.38835, 6.79130)
H (0.26800, 1.79098, 8.31456)
H (0.72789, -0.42090, 7.67791)
H (-0.21787, -1.93040, 4.67643)
H (2.56989, -1.83217, 6.12431)
H (2.02454, -3.22124, 5.15998)
H (2.41561, -1.66808, 4.35314)
H (-1.16962, -2.12115, 6.75837)
H (-0.21469, -3.53708, 6.29535)
H (0.41095, -2.45446, 7.53125)

Lowest unoccupied orbital energy (eV): 2.56
Frontier orbital gap (eV): 4.24
Net charge: -1
Maximum force (eV/A): 5.151
Relative energy (zero: lowest compared OMol25 entry of this formula, charge and spin) (kcal per mole): 96.6

=====

[2]
Density functional theory data (the ωB97M-V functional and the def2-TZVPD basis) for a structure of composition C32H45CdN7O4SSi.

Element x y z (Å)
Cd (-0.58258, -0.08126, -0.52473)
C (-5.26201, 1.65385, -1.11443)
N (-4.25116, 2.56905, -0.59164)
C (-4.68189, 3.46240, 0.47082)
C (-2.93206, 2.23663, -0.76953)
O (-2.57611, 1.40616, -1.57631)
C (-1.93504, 2.97261, 0.12682)
O (-0.68730, 2.35297, 0.13970)
C (0.47363, 2.96718, -0.38251)
C (0.80235, 2.54876, -1.81792)
O (0.18736, 1.64685, -2.34801)
N (1.83215, 3.21474, -2.41961)
C (2.28327, 2.78695, -3.73517)
C (2.57410, 4.26955, -1.75213)
H (-6.06583, 2.21506, -1.59453)
H (-5.67412, 1.03736, -0.30939)
H (-4.79121, 0.99493, -1.83550)
H (-5.73137, 3.70146, 0.30931)
H (-4.12053, 4.39714, 0.45717)
H (-4.58260, 3.01295, 1.46557)
H (-2.31642, 2.91061, 1.14788)
H (-1.87215, 4.02825, -0.15450)
H (1.27360, 2.57382, 0.25274)
H (0.42126, 4.05391, -0.28317)
H (1.66562, 1.95640, -4.06009)
H (3.32528, 2.45525, -3.68897)
H (2.20379, 3.60460, -4.45892)
H (2.73901, 4.03804, -0.69861)
H (2.07341, 5.24179, -1.82448)
H (3.55010, 4.36140, -2.22787)
S (1.62701, 0.21577, 0.61015)
C (1.70292, -2.47550, -1.48878)
N (2.46412, -3.23536, -0.85562)
N (3.34316, -2.66873, 0.04693)
C (4.41529, -3.37333, 0.49190)
C (5.20478, -2.83819, 1.52974)
C (6.32290, -3.51580, 1.98083)
C (6.70034, -4.73933, 1.42875)
C (5.91108, -5.28082, 0.41765)
C (4.78083, -4.62237, -0.04912)
N (1.08619, -1.92570, -2.38540)
N (-0.20657, -1.41408, -2.39087)
C (-0.69738, -1.25876, -3.65670)
C (-1.96594, -0.65202, -3.82420)
C (-2.53853, -0.52435, -5.07379)
C (-1.89092, -0.98233, -6.22475)
C (-0.63910, -1.57110, -6.07758)
C (-0.04598, -1.71536, -4.82672)
H (3.12133, -1.72397, 0.37824)
H (4.91502, -1.88562, 1.96568)
H (6.91255, -3.08784, 2.78475)
H (7.58860, -5.25468, 1.77541)
H (6.18614, -6.23479, -0.02066)
H (4.16364, -5.04222, -0.83019)
H (-2.46545, -0.27984, -2.94034)
H (-3.51039, -0.04872, -5.16506)
H (-2.34639, -0.87486, -7.20286)
H (-0.10919, -1.93082, -6.95426)
H (0.92588, -2.18031, -4.73372)
C (-1.96965, -3.16208, 0.29330)
Si (-3.16505, -1.75580, 0.69783)
C (-4.70802, -2.15584, -0.33676)
C (-3.71122, -2.03128, 2.48790)
O (-2.57289, -0.29950, 0.42909)
H (-2.36862, -4.14718, 0.56565)
H (-1.01401, -3.03074, 0.82087)
H (-1.74764, -3.16707, -0.78229)
H (-5.06597, -3.17291, -0.12641)
H (-4.46904, -2.09481, -1.40861)
H (-5.53245, -1.45711, -0.13375)
H (-4.08156, -3.05552, 2.64080)
H (-4.51353, -1.33360, 2.76897)
H (-2.86964, -1.86327, 3.17408)
C (1.06916, 3.61889, 3.27085)
C (1.11260, 2.29635, 3.99142)
C (1.01020, 2.26504, 5.36927)
C (0.99899, 1.06364, 6.08036)
C (1.04695, -0.11311, 5.33562)
C (1.14445, -0.15140, 3.94763)
C (1.12044, -1.52755, 3.30798)
C (1.23429, 1.08748, 3.19315)
N (1.41561, 1.34344, 1.88397)
H (1.23562, 4.44522, 3.97040)
H (0.09444, 3.76609, 2.78470)
H (1.81910, 3.64890, 2.47527)
H (0.92821, 3.20731, 5.90796)
H (0.92394, 1.04538, 7.16247)
H (0.99726, -1.06269, 5.86393)
H (0.89020, -2.27710, 4.07223)
H (2.07642, -1.79597, 2.85554)
H (0.37285, -1.60163, 2.52520)

Lowest unoccupied orbital energy (eV): 4.16
Frontier orbital gap (eV): 4.35
Net charge: -2
Maximum force (eV/A): 0.826
Relative energy (zero: lowest compared OMol25 entry of this formula, charge and spin) (kcal per mole): 0.0